Record 1
Formula: C37H59Cl18F5O18
Source: OMol25
Level of theory: ωB97M-V/def2-TZVPD

Structure (XYZ):
```
137
C37H59Cl18F5O18 ωB97M-V/def2-TZVPD
C 2.4385 0.5840 -6.1209
C 3.7115 1.1293 -5.5273
O 3.5720 0.6648 -4.2422
C 2.8250 -0.5217 -4.2724
O 2.7297 -1.3370 -3.3433
O 2.2613 -0.6726 -5.4236
F 3.7022 2.4303 -5.5989
H 2.2024 0.3197 -7.1517
H 1.5388 1.1067 -5.7963
H 4.5608 0.6976 -6.0568
C 0.4815 -4.3375 3.9428
C 1.3962 -5.1087 3.1154
O 1.6463 -6.3351 3.8159
C 1.0489 -6.2989 5.0358
O 1.1928 -7.1659 5.9325
O 0.3907 -5.1274 5.1311
F 2.5343 -4.4271 3.3050
H -0.4926 -4.2521 3.4611
H 0.8116 -3.3156 4.1293
H 1.2849 -5.0766 2.0316
C 3.6842 3.9562 -2.0087
C 4.5757 5.0467 -1.4702
O 5.8660 4.7197 -2.0960
C 5.6551 3.9101 -3.0398
O 6.4765 3.6701 -3.9085
O 4.3871 3.5682 -3.1311
F 4.5959 4.9821 -0.1294
H 2.7401 4.4742 -2.1771
H 3.5274 3.1252 -1.3210
H 4.2707 6.0406 -1.7978
C 5.1967 -1.3050 -0.9130
C 4.0380 -0.5555 -0.4680
O 4.3924 0.8059 -0.5510
C 5.7242 0.8802 -0.5715
O 6.3539 1.9048 -0.5078
O 6.2359 -0.3420 -0.8272
F 3.8964 -0.9930 0.7845
H 5.1310 -1.4132 -1.9956
H 5.3554 -2.2550 -0.4026
H 3.1638 -0.7665 -1.0840
C 3.3473 -0.8549 4.6561
C 4.0759 0.1159 3.8227
O 3.1119 0.4132 2.7947
C 1.9210 0.3696 3.3203
O 0.9215 0.9897 3.0111
O 2.0055 -0.4527 4.4346
F 5.0765 -0.4152 3.1859
H 3.5774 -0.8496 5.7215
H 3.4986 -1.7982 4.1312
H 4.3691 0.9974 4.3927
Cl 2.7633 -4.5426 -1.3022
C 1.5333 -5.6892 -1.8158
C 0.1599 -5.0222 -1.7338
Cl 0.0646 -3.5401 -2.7798
H 1.6743 -6.5646 -1.1818
H 1.7174 -5.9324 -2.8622
H -0.1447 -4.6519 -0.7549
H -0.6468 -5.7203 -1.9573
Cl -2.5732 3.5787 0.2199
C -4.2595 3.8956 -0.1081
C -4.7978 4.8661 0.9296
Cl -6.5387 4.9496 0.9205
H -4.8341 2.9697 -0.1323
H -4.2417 4.2773 -1.1289
H -4.4307 5.8809 0.7757
H -4.4350 4.6651 1.9376
Cl -5.7282 -0.8510 3.2514
C -6.0419 0.4112 2.0112
C -6.7921 1.6327 2.6204
Cl -5.9005 2.4056 3.9336
H -6.6088 -0.1197 1.2464
H -5.0796 0.5569 1.5205
H -7.7957 1.4163 2.9864
H -7.0449 2.3762 1.8644
Cl -5.0256 0.1923 -2.3785
C -6.7033 0.2577 -2.9572
C -7.6307 0.4251 -1.7866
Cl -7.1928 1.9836 -1.0880
H -6.8642 -0.7521 -3.3347
H -6.8010 0.9977 -3.7515
H -7.5717 -0.3800 -1.0542
H -8.6800 0.4794 -2.0767
Cl 1.0938 -2.3335 0.9219
C -0.0981 -1.0526 0.3828
C 0.3036 -0.6394 -1.0871
Cl 0.6275 1.1004 -1.2095
H 0.0020 -0.2020 1.0569
H -1.0940 -1.4956 0.3917
H -0.4731 -0.7795 -1.8388
H 1.1828 -1.2023 -1.4006
Cl -4.6749 -4.0779 -5.5560
C -3.2612 -3.4269 -4.6685
C -3.4740 -3.3011 -3.1744
Cl -3.4640 -4.9177 -2.4675
H -3.1419 -2.4203 -5.0692
H -2.3688 -3.9487 -5.0140
H -4.4521 -2.8433 -3.0270
H -2.7237 -2.7325 -2.6249
Cl -0.7236 2.8408 -6.1448
C -1.2427 3.0786 -4.4760
C -2.3444 2.0405 -4.1189
Cl -1.6792 0.3913 -3.9514
H -1.6205 4.0980 -4.3969
H -0.4228 3.1042 -3.7582
H -3.0187 1.9852 -4.9735
H -2.9938 2.2713 -3.2744
Cl -2.6409 -4.6094 2.0722
C -3.2090 -6.2560 1.8798
C -2.2031 -7.1930 2.4616
Cl -0.7263 -7.1789 1.5216
H -3.3170 -6.4860 0.8198
H -4.2235 -6.2580 2.2783
H -2.6301 -8.1957 2.4797
H -1.9924 -7.0083 3.5149
Cl -1.8004 2.9338 5.2371
C -2.2069 2.2819 3.6754
C -2.9945 0.9684 3.9150
Cl -2.0623 -0.4233 4.4936
H -1.3536 2.1316 3.0141
H -2.8349 3.0520 3.2272
H -3.5250 0.7184 2.9962
H -3.8160 1.1509 4.6077
C 1.2586 3.8454 1.2358
C 2.1433 4.7126 2.1546
O 3.4074 4.1796 2.3595
C 4.2609 4.6639 3.2483
O 4.0635 5.7031 3.9039
O 5.4206 4.0242 3.2742
C 5.7912 2.9404 2.3603
H 1.7135 3.6554 0.2637
H 0.3219 4.3843 1.0942
H 1.0318 2.9060 1.7400
H 1.6526 4.8232 3.1216
H 2.1925 5.7253 1.7545
H 6.2565 2.1786 2.9858
H 6.5633 3.2797 1.6698
H 4.9624 2.4362 1.8633
```

Values from the calculation:
HOMO level: -10.18 eV

***

Record 2
Formula: C6H20Cl2CrO6S
Source: OMol25
Level of theory: ωB97M-V/def2-TZVPD

Structure (XYZ):
```
36
C6H20Cl2CrO6S ωB97M-V/def2-TZVPD
Cr 8.1373 11.6205 19.3282
Cl 7.7229 12.3857 17.0111
Cl 8.1364 10.9184 21.7130
O 6.6557 15.0677 22.0033
S 7.6530 14.7934 20.9980
O 7.5285 13.6436 20.1346
O 7.7357 16.1032 20.0498
C 8.5720 16.0122 18.8938
C 7.9581 16.7726 17.7298
C 9.3311 14.7781 21.7005
H 8.7886 14.9838 18.5959
H 9.5487 16.4379 19.1523
H 8.6549 16.9276 16.9107
H 7.4940 17.7045 18.0489
H 7.1394 16.1617 17.3402
H 10.0395 14.7706 20.8775
H 9.4186 13.8805 22.3071
H 9.4280 15.7057 22.2590
C 9.1948 8.9646 17.4392
O 9.0175 9.5578 18.7453
H 10.0555 8.2946 17.5506
H 8.3593 8.3213 17.1623
H 9.4268 9.7012 16.6804
H 9.0551 8.8222 19.3648
C 5.5037 9.3245 19.5303
O 6.1112 10.5490 19.0617
H 6.0538 8.5567 18.9755
H 5.6518 9.1193 20.5878
H 4.4572 9.2822 19.2410
H 5.4127 11.0753 18.6624
C 11.2540 11.5867 19.9370
O 10.1997 12.4390 19.4352
H 11.3286 11.7380 21.0160
H 11.0781 10.5285 19.7758
H 12.1870 11.9258 19.4866
H 10.6142 13.0825 18.8590
```

Values from the calculation:
energy relative to the best compared isomer or geometry (same formula, charge and spin): 0.0 kJ/mol
HOMO level (alpha / beta): -8.02 / -9.27 eV
spin multiplicity: 5

***

Record 3
Formula: C12H36BN4O4
Source: OMol25
Level of theory: ωB97M-V/def2-TZVPD

Structure (XYZ):
```
57
C12H36BN4O4 ωB97M-V/def2-TZVPD
B -16.6061 20.1467 -11.0086
H -16.5334 21.2879 -10.8309
H -16.9791 19.6896 -10.0191
H -17.3286 20.0291 -11.8996
H -15.6004 19.6999 -11.3457
C -21.7093 20.2270 -11.8358
C -20.4096 20.8075 -11.3136
O -19.8839 21.8223 -11.6506
N -19.6075 19.9374 -10.3831
H -20.0764 19.0348 -10.4790
H -18.6130 19.9624 -10.6966
C -19.8146 20.3996 -8.9544
H -22.2851 19.7200 -11.0628
H -21.3279 19.5704 -12.6239
H -22.3289 21.0099 -12.2634
H -19.1005 19.8500 -8.3414
H -20.7976 20.0540 -8.6469
H -19.5939 21.4558 -8.8421
C -16.7845 22.6648 -15.9752
C -17.2754 21.7981 -14.8186
O -18.4068 21.5580 -14.5851
N -16.2363 21.1316 -13.9540
H -15.4950 21.7796 -13.6836
H -16.6028 20.7633 -13.0512
C -15.5749 19.9592 -14.7066
H -17.5069 22.5301 -16.7735
H -15.7492 22.4298 -16.2127
H -16.7885 23.6779 -15.5666
H -16.3498 19.1923 -14.7247
H -14.7936 19.5201 -14.0934
H -15.3467 20.2669 -15.7200
C -15.5049 23.5691 -8.3766
C -14.5016 22.4040 -8.2764
O -13.5934 22.5187 -7.5308
N -14.7656 21.0599 -8.9349
H -15.6610 20.9815 -9.4596
H -13.9978 20.9309 -9.5961
C -14.7338 19.9838 -7.8775
H -15.5828 24.2300 -7.5177
H -16.5222 23.1912 -8.4970
H -15.1967 24.1501 -9.2496
H -15.5754 20.0864 -7.2030
H -13.7586 20.0541 -7.4021
H -14.7212 19.0861 -8.4953
C -17.6975 24.0084 -11.3376
C -17.7714 25.0456 -10.2303
O -18.2468 24.7443 -9.1806
N -17.5153 26.4903 -10.5558
H -16.7431 26.5502 -11.2208
H -18.2816 27.0971 -10.8660
C -17.1041 27.2487 -9.2941
H -17.7519 23.0421 -10.8548
H -16.7408 24.2070 -11.8355
H -18.4556 24.1412 -12.1106
H -16.1840 26.8465 -8.8713
H -17.8295 27.2635 -8.4865
H -16.8445 28.2597 -9.6062
```

Values from the calculation:
HOMO level: -19.19 eV
net charge: +3

***

Record 4
Formula: C4H11N3O
Source: OMol25
Level of theory: ωB97M-V/def2-TZVPD

Structure (XYZ):
```
19
C4H11N3O ωB97M-V/def2-TZVPD
C 3.0929 -1.0117 -0.2554
O 2.0274 -0.1082 -0.1975
N 0.9246 0.4175 -1.5432
N 0.7083 1.4534 -1.0823
H 1.3306 1.5435 -0.1925
H 2.7836 -2.0448 -0.0540
H 3.8314 -0.7936 0.5287
H 3.5992 -0.9929 -1.2304
C -2.7892 0.7727 -0.2866
N -0.7131 -1.2817 0.5610
C -0.8626 -0.0251 1.1311
C -1.7734 0.9019 0.8097
H -1.2445 -1.4454 -0.2813
H 0.2528 -1.5700 0.4736
H -0.1694 0.1604 1.9437
H -1.8130 1.7964 1.4176
H -3.0352 1.7517 -0.7022
H -2.4283 0.1518 -1.1121
H -3.7218 0.3240 0.0720
```

Values from the calculation:
energy relative to the best compared isomer or geometry (same formula, charge and spin): 484.5 kJ/mol
HOMO level: -7.99 eV

***

Computed values of energy (unit: Eh) for the preceding records, in sequence: -11582.355960; -3055.133407; -1022.560152; -398.369616.